No. 1
ORCA calculation (wB97M-V/def2-TZVPD) on the molecule C5H10O.

Geometry (Å):
O -1.3320 1.3273 -1.8575
C -1.2139 0.9521 -0.4970
C 0.1501 0.3647 -0.2524
C 0.5174 0.1729 1.2303
C 1.2912 -1.0973 0.8238
C 0.4662 -1.1278 -0.4853
H -2.2629 1.4631 -2.0609
H -1.3038 1.8065 0.1945
H -1.9975 0.2323 -0.2111
H 0.8951 0.9925 -0.7568
H -0.3757 -0.0790 1.8196
H 1.0465 0.9933 1.7256
H 2.3470 -0.8819 0.6302
H 1.2265 -1.9647 1.4863
H -0.4295 -1.7514 -0.3759
H 0.9753 -1.4026 -1.4133

Cartesian forces, eV/Å:
O -0.2 0.0 -0.1
C 0.0 -0.2 0.3
C 0.0 0.2 0.0
C 0.0 0.1 0.1
C 0.2 -0.2 0.1
C 0.0 -0.1 -0.1
H 0.1 0.0 0.0
H -0.1 0.1 -0.3
H 0.1 0.0 -0.1
H -0.1 -0.1 0.1
H 0.2 0.0 -0.1
H 0.0 -0.2 0.0
H -0.2 0.0 0.0
H 0.0 0.1 -0.1
H 0.1 0.1 0.0
H -0.1 0.0 0.2

The calculation puts the largest force on an atom at 0.39 eV Å⁻¹. The electronic energy comes out at -271.71251 hartree. As for the SMILES: OCC1CCC1. The charge is 0.

---

No. 2
ORCA calculation (wB97M-V/def2-TZVPD) on a cluster of 10 separate species, C25H74N4O13 in total in a non-equilibrium geometry.

Geometry (Å):
C 2.2696 -2.4206 -1.1604
O 2.7476 -1.1566 -1.6145
C 3.9546 -1.3090 -2.4242
C 4.5112 0.1040 -2.7858
C 3.4847 0.8499 -3.6681
N 5.6329 -0.0094 -3.5810
H 1.4556 -2.2369 -0.4591
H 3.0087 -3.0237 -0.6332
H 1.8793 -3.0247 -1.9794
H 4.7725 -1.6600 -1.7951
H 3.9356 -1.9164 -3.3291
H 4.7475 0.6248 -1.8579
H 3.8099 1.8902 -3.6555
H 2.6258 1.1211 -3.0542
H 3.1144 0.5257 -4.6406
H 6.0066 0.9284 -3.6107
H 5.3642 -0.3610 -4.4889
C -1.2654 -1.0433 -2.5943
O -1.3353 -2.2767 -1.9366
C -2.5086 -2.5984 -1.1801
C -3.7969 -2.6558 -2.0098
C -5.0616 -3.2765 -1.3697
N -3.5510 -3.3797 -3.2851
H -1.8038 -0.4219 -1.8788
H -1.8651 -1.0148 -3.5040
H -0.2695 -0.6605 -2.8174
H -2.3494 -3.5423 -0.6586
H -2.5545 -1.9626 -0.2959
H -3.9795 -1.6229 -2.3062
H -5.3959 -2.6573 -0.5374
H -4.9232 -4.3060 -1.0394
H -5.9200 -3.1847 -2.0352
H -3.5122 -4.3617 -3.0523
H -2.5763 -3.2232 -3.4986
C -1.3203 -4.1411 2.1815
O -1.0693 -5.4870 1.7514
C -1.5093 -6.4898 2.6993
C -1.5800 -7.9314 2.1562
C -0.2449 -8.5615 1.9026
N -2.3480 -7.9566 0.9711
H -1.0897 -4.0208 3.2400
H -2.3776 -3.9045 2.0619
H -0.7465 -3.3989 1.6265
H -0.8613 -6.4475 3.5748
H -2.5021 -6.2225 3.0610
H -2.0802 -8.4701 2.9610
H 0.3683 -7.9353 1.2546
H -0.4357 -9.5356 1.4522
H 0.3845 -8.6485 2.7882
H -2.6162 -8.9069 0.7589
H -3.2025 -7.4356 1.1076
C 3.8340 4.5189 -2.0242
O 2.6478 5.2795 -2.3853
C 1.5650 4.8686 -1.5426
C 0.3437 5.7738 -1.7876
C 0.5687 7.1736 -1.2671
N -0.9062 5.2303 -1.2925
H 3.5687 3.4688 -1.9018
H 4.1983 4.8236 -1.0431
H 4.6004 4.6440 -2.7891
H 1.2815 3.8460 -1.7916
H 1.7304 4.8971 -0.4656
H 0.0559 5.8285 -2.8375
H -0.1776 7.8369 -1.7041
H 1.5589 7.5697 -1.4924
H 0.4531 7.2494 -0.1859
H -1.5797 5.8635 -1.6994
H -0.9009 5.3720 -0.2925
O -4.4158 2.7505 -0.3214
C -3.0333 2.7350 -0.4192
C -2.6656 2.5016 -1.8801
O -1.2675 2.6721 -2.0432
H -4.6494 3.5893 -0.7257
H -2.7626 3.7376 -0.0882
H -2.7245 1.9242 0.2406
H -3.1721 3.1001 -2.6373
H -2.8527 1.4494 -2.0946
H -1.1526 3.5619 -1.7017
O 2.0423 -0.1322 3.7677
C 1.6252 -0.0502 5.1594
C 0.0694 -0.3949 5.2439
O -0.7973 0.6805 4.8032
H 2.8121 0.4414 3.7596
H 2.2895 -0.6963 5.7332
H 1.7072 0.9690 5.5370
H -0.1704 -0.5723 6.2923
H -0.2379 -1.2849 4.6947
H -0.5482 1.0718 3.9627
O 2.4272 0.5380 0.3226
C 1.0707 0.9853 -0.1255
C -0.1020 0.3500 0.6077
O 0.0356 0.5465 2.0348
H 2.6861 -0.1867 -0.2514
H 1.1426 2.0728 -0.1405
H 1.0870 0.7284 -1.1847
H -0.0851 -0.7348 0.5030
H -1.0647 0.6204 0.1738
H 0.9502 0.3629 2.2616
C -0.2914 4.1490 2.3171
O -1.1546 4.9104 1.5550
H 0.6918 4.0476 1.8577
H -0.1516 4.4967 3.3407
H -0.8106 3.2082 2.4996
H -2.0024 4.9903 1.9982
C -3.9526 -0.0098 1.7959
O -4.7749 0.0977 0.7182
H -4.3317 -0.4893 2.6983
H -3.1767 -0.7693 1.7003
H -3.5648 0.9525 2.1300
H -4.6790 0.9845 0.3633
C 5.2494 2.6447 0.8944
O 4.0105 2.3013 1.4461
H 5.9051 1.7793 0.9902
H 5.1715 2.6651 -0.1926
H 5.7709 3.5360 1.2432
H 3.5840 1.6810 0.8503

Cartesian forces, eV/Å:
C -0.5 -0.2 0.1
O 1.2 -1.3 -1.4
C 1.2 1.9 1.4
C -4.1 -1.1 -0.9
C -1.2 2.2 2.8
N 3.1 -0.8 -0.2
H 0.0 0.1 -0.1
H 0.4 0.2 0.0
H 0.0 0.1 -0.2
H -0.2 -0.8 0.2
H -0.9 -0.2 0.1
H -0.3 0.2 0.0
H 0.7 0.2 -1.2
H -0.9 -0.8 0.0
H 0.7 -0.5 0.1
H 0.5 -0.2 -0.8
H 0.4 0.4 -0.2
C -1.9 0.7 0.9
O 0.9 -2.0 -0.1
C 0.0 -0.2 0.7
C -0.1 -0.2 -0.9
C 0.4 1.3 0.4
N 0.3 0.0 0.6
H 0.3 1.2 -0.3
H 0.0 -0.2 -0.3
H 0.1 -0.5 0.4
H 0.5 -0.6 -0.7
H -0.4 0.9 -0.2
H -0.5 0.1 0.1
H 0.3 -0.1 0.4
H 0.1 0.0 -0.1
H 0.3 -0.4 -0.4
H -0.4 -0.5 0.0
H 0.3 0.3 -0.4
C -0.3 -0.8 0.3
O 0.0 -0.2 0.2
C 0.2 0.8 -0.3
C 0.7 1.3 1.2
C 0.8 0.2 0.0
N -0.9 0.0 -1.3
H 0.2 0.0 0.2
H -0.2 0.0 -0.1
H 0.2 -0.4 -0.3
H 0.2 -0.1 0.1
H -0.4 0.1 -0.1
H 0.0 -0.2 0.5
H -0.3 -0.1 -0.5
H 0.4 -0.1 0.0
H -0.4 -0.3 0.3
H 0.0 -0.1 -0.2
H -0.2 0.1 -0.2
C -1.0 0.5 0.1
O 0.5 -0.7 1.2
C -1.2 0.2 -1.0
C 0.5 0.2 -1.0
C 0.2 0.6 0.0
N 0.2 0.0 0.7
H 0.0 -0.3 -0.3
H 0.2 0.3 0.0
H -0.2 0.1 0.0
H 0.0 -0.3 -0.1
H 0.8 0.1 0.2
H 1.2 0.1 -0.5
H 0.0 0.2 0.0
H 0.0 -0.1 -0.2
H 0.0 -0.3 0.2
H -0.6 -0.1 0.3
H -0.5 -0.2 0.4
O -2.1 0.0 0.2
C 0.0 0.6 -0.7
C 1.6 -1.2 0.2
O -0.3 -1.2 -0.2
H -0.8 -0.2 0.0
H 1.2 -0.3 0.2
H 0.7 0.3 -0.1
H -0.6 0.3 0.4
H -0.4 0.0 -0.2
H 0.8 1.2 0.1
O 0.0 0.5 1.1
C -2.0 -0.5 -1.0
C 0.7 1.0 -0.5
O 0.5 -0.3 1.3
H 0.3 0.0 -0.7
H -0.4 -0.3 0.3
H 0.1 0.1 -0.1
H -0.1 0.2 0.0
H 0.6 -0.2 -0.2
H 0.4 -0.6 -0.5
O -1.9 0.8 0.9
C 1.8 -0.4 -1.0
C 1.4 -0.7 1.0
O -1.3 0.8 -1.0
H 0.1 -0.3 -0.5
H -0.5 0.0 0.6
H -0.6 -0.2 -0.1
H 0.3 -0.3 -0.6
H 0.1 0.7 0.5
H 0.5 -0.2 0.2
C -0.1 -1.4 1.6
O -0.5 1.6 -0.8
H -0.3 -0.1 -0.2
H 0.2 0.7 0.0
H 0.7 -0.7 -0.3
H 0.0 0.0 0.1
C 1.5 -0.7 2.2
O -1.1 -0.3 -1.1
H -1.5 0.4 0.2
H 1.0 0.4 -1.0
H 0.4 -0.1 0.0
H -0.4 0.2 -0.2
C 0.5 -1.6 -1.2
O 0.2 1.5 1.1
H 0.7 0.0 0.5
H -0.1 0.7 -0.4
H -0.6 0.0 0.4
H -0.6 -0.5 -0.2

The calculation puts the largest force on an atom at 4.33 eV Å⁻¹. The electronic energy comes out at -2193.77273 hartree. As for the SMILES: COC[C@H](C)N.COC[C@H](C)N.COC[C@H](C)N.COC[C@H](C)N.OCCO.OCCO.OCCO.CO.CO.CO. The charge is 0.

---

No. 3
ORCA calculation (wB97M-V/def2-TZVPD) on a cluster of 15 separate species, C5H36O16 in total in a non-equilibrium geometry.

Geometry (Å):
O 1.5707 -2.0330 4.1634
C 1.3368 -1.8996 2.9939
C 1.2728 -0.5748 2.2896
C 1.4051 -0.7231 0.7651
C 0.1327 -1.1611 0.0371
C -0.7639 -2.2652 0.5092
O -1.8864 -2.2990 -0.0245
H 1.2617 -2.8036 2.3318
H 0.4035 0.0082 2.5241
H 2.0780 0.0221 2.6989
H 1.6890 0.2243 0.3287
H 2.2682 -1.3756 0.6961
H -0.4663 -0.2958 -0.1620
H 0.5161 -1.4392 -0.9353
H -0.6878 -2.8684 1.4128
H 3.0013 2.8575 -0.6649
H 3.4950 4.2331 -0.4906
O 2.6654 3.7672 -0.4146
H 0.6339 4.3756 1.3055
H 1.0356 3.2482 0.5778
O 0.2851 3.5212 1.1828
H 0.5015 -5.1525 -1.1171
H 0.1249 -3.6682 -1.7890
O 0.5797 -4.2012 -1.1064
H -1.5256 -1.5400 4.3370
H -2.2842 -2.1158 3.1505
O -1.6924 -1.3981 3.4701
H 1.4382 2.2155 -3.4810
H 2.0678 0.7573 -4.1874
O 2.2788 1.6229 -3.7187
H -1.5290 -0.9398 -2.7504
H -1.4255 -2.2050 -3.6480
O -0.9698 -1.6946 -2.9925
H -1.2644 3.8533 0.2350
H -1.2116 3.5370 -1.3838
O -1.7942 3.8465 -0.5636
H -1.9184 2.1697 1.5106
H -1.3965 1.3214 2.7286
O -1.9935 1.3161 1.9403
H 3.6001 1.9052 -2.4961
H 4.3168 1.0259 -1.4752
O 4.0663 1.9124 -1.5932
H 1.3793 3.9173 -1.6383
H 0.8554 4.5087 -3.0371
O 0.8307 3.7302 -2.4159
H -3.5086 1.2326 0.6981
H -3.4985 2.6441 -0.0254
O -3.8414 1.7373 -0.0627
H -2.9643 0.6284 -1.1488
H -2.7439 -0.8777 -0.9799
O -2.5830 -0.1800 -1.6112
H 2.4784 -3.1466 -1.9351
H 3.9238 -3.2020 -2.2678
O 3.1906 -2.5794 -2.3107
H -3.0183 -2.7239 1.4276
H -4.4846 -2.8100 1.9285
O -3.5631 -3.0241 2.2186

Cartesian forces, eV/Å:
O -0.1 0.0 0.2
C 0.1 -0.2 -0.2
C 0.1 0.4 -0.6
C -0.1 -0.2 1.6
C 1.9 -0.7 0.0
C -2.8 1.6 -0.6
O 1.2 -0.7 0.9
H 0.0 0.3 0.3
H -0.8 -0.1 0.4
H 0.5 0.1 0.1
H 0.2 0.3 -0.1
H 0.0 -0.4 -0.9
H -0.7 0.3 0.1
H -0.3 -0.3 -0.6
H 0.9 -0.3 0.0
H -0.2 0.4 0.0
H 0.3 0.7 0.1
O 0.0 -1.1 0.1
H 0.2 2.2 0.9
H -1.2 -0.3 0.8
O 1.1 -1.8 -1.2
H -0.6 0.0 -0.7
H -0.2 -1.1 0.2
O 0.7 1.4 0.4
H 0.8 -0.8 4.3
H 0.0 0.6 0.5
O -0.8 0.3 -4.6
H 2.3 -2.1 -0.7
H -0.1 1.9 1.1
O -2.0 0.3 -0.2
H -0.3 0.0 0.3
H -0.5 -0.2 -0.5
O 1.1 -0.2 0.1
H 0.9 -0.2 -0.2
H -1.5 1.0 3.0
O 0.4 -0.8 -3.0
H 0.5 0.3 0.1
H -0.9 0.0 -1.1
O 0.6 -0.4 1.0
H 0.4 -0.1 1.3
H 0.5 -1.9 0.4
O -1.1 1.7 -1.7
H 0.4 0.3 -0.1
H 0.1 -1.1 1.3
O -0.7 0.7 -1.5
H -0.1 0.6 0.0
H 0.2 -0.3 0.0
O -0.3 -0.3 -0.1
H 0.3 -0.8 -0.9
H 0.3 -0.7 0.2
O -0.7 1.9 0.4
H 0.2 0.7 -0.3
H 0.3 0.2 -0.2
O -0.6 -0.9 0.5
H -0.8 -0.6 0.7
H 1.1 -0.3 0.6
O -0.3 0.7 -1.6

The calculation puts the largest force on an atom at 4.64 eV Å⁻¹. The electronic energy comes out at -1415.91501 hartree. The charge is 0.

---

No. 4
ORCA calculation (wB97M-V/def2-TZVPD) on the molecule C7H7NOS in a non-equilibrium geometry.

Geometry (Å):
C 2.8068 0.7888 0.4555
S 2.8382 -0.8531 -0.2025
N 1.3547 -1.5300 -0.4894
C 0.1773 -1.0185 -0.5261
C -0.8603 -1.9354 -0.2642
C -2.1041 -1.5236 -0.0975
C -2.4047 -0.0830 -0.1449
C -1.5289 0.8527 -0.5260
C -0.1203 0.3984 -0.7977
O 0.6798 1.0746 -1.4096
H 2.4062 1.6374 -0.2028
H 2.1130 1.0582 1.3657
H 3.7711 1.1274 0.8780
H -0.4734 -2.8514 -0.0372
H -2.7925 -2.1761 0.2052
H -3.4091 0.2296 0.0538
H -1.8214 1.8779 -0.4861

Cartesian forces, eV/Å:
C -2.2 3.6 1.4
S -0.3 -0.4 -0.2
N 1.5 0.4 0.6
C 1.0 0.8 0.2
C -0.6 1.3 -0.5
C 1.7 3.2 -0.5
C -0.2 -0.9 -0.6
C 1.3 -1.3 0.7
C -1.5 0.9 -0.6
O 0.5 0.6 0.0
H 0.9 -1.5 0.1
H 0.8 -1.5 -1.3
H 0.0 -0.8 -0.7
H 0.3 -2.8 0.3
H -2.9 -2.4 1.1
H -0.5 0.0 0.2
H 0.3 0.6 -0.4

The calculation puts the largest force on an atom at 4.48 eV Å⁻¹. The electronic energy comes out at -799.02632 hartree. As for the SMILES: CS/N=C1/C=CC=CC1=O. The charge is 0.

---

No. 5
ORCA calculation (wB97M-V/def2-TZVPD) on the molecule C26H34N4O4 in a non-equilibrium geometry.

Geometry (Å):
C -2.8827 -2.2166 -2.0121
C -2.0111 -1.5566 -2.7499
C -0.8424 -0.7668 -2.2336
N -0.6396 -0.8841 -0.8088
C -0.1718 -1.9853 -0.1908
O -0.1244 -2.0649 1.0326
C 0.3117 -3.1284 -1.0671
C 1.2899 -4.0318 -0.3044
C 2.6194 -3.3080 -0.1580
O 3.5468 -3.4736 -0.9182
N 2.6361 -2.4334 0.8881
C 3.6367 -1.5330 1.1654
C 4.8882 -1.3535 0.5157
C 5.4530 -0.3135 1.1923
C 6.7506 0.3884 1.0403
O 4.6167 0.0943 2.1638
N 3.4909 -0.6665 2.1418
C -0.9906 0.2727 0.0257
C -2.4237 0.7153 -0.2908
O -2.7425 1.3076 -1.3031
N -3.3083 0.3525 0.6551
C -4.7282 0.6133 0.5556
C -5.2378 1.4273 1.7605
C -5.9519 0.4125 2.6504
C -6.6139 -0.5161 1.6370
C -5.5381 -0.7008 0.5660
C 0.0746 1.3380 -0.1288
C 0.0163 2.3525 -1.0741
C 1.0671 3.2447 -1.2055
C 2.1935 3.1490 -0.4012
C 3.3636 4.0732 -0.5805
C 4.4370 3.4068 -1.4438
C 2.2387 2.1417 0.5550
C 1.1964 1.2473 0.6899
H -3.7136 -2.7405 -2.4507
H -2.8081 -2.2603 -0.9378
H -2.1162 -1.5217 -3.8254
H -1.0335 0.2875 -2.4517
H 0.0656 -1.0455 -2.7805
H -0.5586 -3.7066 -1.3863
H 0.8052 -2.7480 -1.9612
H 1.4608 -4.9444 -0.8751
H 0.8767 -4.2799 0.6733
H 1.7833 -2.3172 1.4307
H 5.2690 -1.9151 -0.3084
H 6.5957 1.4657 1.0332
H 7.2284 0.0811 0.1152
H 7.4063 0.1496 1.8770
H -0.9472 -0.0961 1.0567
H -2.9948 -0.1480 1.4726
H -4.8553 1.1619 -0.3802
H -4.4202 1.9374 2.2679
H -5.9471 2.1805 1.4182
H -6.6683 0.8803 3.3233
H -5.2295 -0.1435 3.2506
H -7.4893 -0.0265 1.2087
H -6.9287 -1.4626 2.0735
H -4.8781 -1.5254 0.8413
H -5.9599 -0.9240 -0.4118
H -0.8582 2.4643 -1.6960
H 1.0063 4.0282 -1.9476
H 3.7893 4.3199 0.3946
H 3.0394 5.0002 -1.0571
H 5.2991 4.0606 -1.5550
H 4.7622 2.4735 -0.9890
H 4.0413 3.1828 -2.4320
H 3.0955 2.0575 1.2069
H 1.2626 0.4703 1.4375

Cartesian forces, eV/Å:
C -0.1 -0.1 0.0
C 0.1 0.2 -0.1
C 0.1 -0.1 -0.4
N -0.2 0.2 0.2
C 0.0 -0.2 -0.3
O -0.1 -0.2 0.4
C 0.1 -0.2 0.2
C 0.0 0.1 -0.1
C -0.3 -0.4 0.1
O 0.2 0.0 -0.2
N -0.2 0.2 0.5
C 0.8 0.7 0.2
C 0.2 0.4 0.3
C -0.3 -0.5 -0.4
C -0.2 0.0 0.2
O 0.8 0.3 -0.2
N -1.1 -0.7 0.0
C 0.1 0.1 0.2
C 0.3 -0.2 0.4
O 0.0 0.2 -0.4
N -0.1 -0.1 0.3
C 0.0 0.2 -0.2
C 0.0 0.0 0.1
C -0.2 0.1 -0.1
C 0.1 -0.1 0.1
C -0.2 0.0 0.0
C -0.1 0.1 0.1
C -0.1 0.1 -0.1
C 0.1 0.0 0.0
C -0.1 0.1 0.0
C 0.1 -0.2 -0.1
C 0.0 0.2 0.1
C 0.0 0.0 0.0
C -0.1 0.0 0.0
H -0.2 -0.1 -0.2
H 0.1 0.0 0.2
H -0.1 0.0 -0.2
H 0.1 -0.1 0.0
H -0.1 0.1 0.1
H 0.0 0.1 0.0
H -0.1 0.0 -0.1
H 0.1 0.1 0.1
H 0.0 0.0 -0.1
H 0.0 -0.1 -0.2
H 0.1 -0.1 -0.2
H 0.0 0.1 -0.1
H 0.0 0.0 0.0
H 0.1 0.0 0.0
H -0.1 0.1 -0.3
H 0.2 0.0 -0.1
H 0.0 -0.1 0.2
H 0.0 0.1 -0.1
H 0.0 0.1 0.0
H 0.0 0.0 0.1
H 0.0 -0.1 0.1
H -0.1 0.0 0.0
H -0.1 0.0 0.0
H 0.0 0.0 0.0
H 0.1 -0.1 -0.1
H -0.1 0.0 0.0
H 0.0 0.1 -0.1
H 0.0 0.1 0.0
H 0.0 0.0 0.1
H 0.1 0.0 -0.1
H 0.1 -0.1 0.0
H 0.0 -0.1 -0.1
H 0.1 0.0 0.1
H 0.0 -0.1 0.1

The calculation puts the largest force on an atom at 1.30 eV Å⁻¹. The electronic energy comes out at -1531.15391 hartree. As for the SMILES: C=CCN(C(=O)CCC(=O)Nc1cc(C)on1)[C@H](C(=O)NC1CCCC1)c1ccc(CC)cc1. The charge is 0.

---

No. 6
ORCA calculation (wB97M-V/def2-TZVPD) on a structure of composition C8H12CoO5 in a non-equilibrium geometry.

Geometry (Å):
Co -0.1187 -0.2400 -2.4488
C -0.0826 1.4216 -2.3647
O -0.0587 2.5779 -2.3366
C -0.1566 -1.0027 -4.0218
O -0.1758 -1.4086 -5.0991
C -1.7943 -0.2731 -1.9195
O -2.8870 -0.2728 -1.5370
C 1.5804 -0.2705 -1.9764
O 2.6944 -0.2511 -1.6571
H -0.0772 -2.1071 -0.8856
H -0.1065 -1.9391 -1.6411
C 1.8733 -0.0388 2.4056
C 0.9353 -0.5827 1.3391
O 0.3476 0.4381 0.5274
C -0.6906 1.2321 1.1359
C -1.7637 0.4211 1.8346
H 2.6830 0.5290 1.9461
H 2.3123 -0.8779 2.9497
H 1.3476 0.5877 3.1273
H 1.4897 -1.2092 0.6327
H 0.1463 -1.1968 1.7971
H -0.2294 1.9431 1.8298
H -1.1176 1.7961 0.3057
H -1.3817 -0.0703 2.7350
H -2.5603 1.1085 2.1525
H -2.2090 -0.3145 1.1693

Cartesian forces, eV/Å:
Co 0.1 -3.4 2.9
C 0.1 10.1 -1.9
O -0.1 -3.7 0.5
C -0.1 -1.7 -7.5
O 0.1 1.1 3.9
C -7.6 -0.8 2.0
O 3.9 0.2 -1.4
C 7.8 -0.8 1.5
O -4.1 0.1 -1.2
H -0.1 -0.3 -0.6
H 0.0 -1.1 1.1
C 0.5 0.8 0.7
C 0.0 -1.0 -1.1
O -0.2 -0.1 1.6
C -0.6 0.1 -1.1
C -0.1 -0.2 0.9
H -0.1 0.0 0.0
H -0.2 -0.1 -0.2
H -0.1 0.0 -0.1
H 0.0 0.2 0.1
H -0.1 0.4 0.0
H 0.4 0.0 0.2
H 0.2 0.1 0.1
H -0.2 0.1 -0.1
H 0.3 -0.1 -0.1
H 0.0 -0.1 -0.1

The calculation puts the largest force on an atom at 10.26 eV Å⁻¹. The spin multiplicity is 4. The electronic energy comes out at -2070.13376 hartree. The charge is +2.

---

No. 7
ORCA calculation (wB97M-V/def2-TZVPD) on a cluster of 2 separate species, C3H8O3S in total in a non-equilibrium geometry.

Geometry (Å):
O 1.9649 2.2689 0.7368
C 1.0075 1.5812 0.4856
O 0.0499 1.9713 -0.3604
C 0.9160 0.1115 0.9067
C 0.8680 -0.8593 -0.2585
S 0.1137 -2.4387 0.1991
H -0.0636 2.9208 -0.4050
H -0.0001 0.0335 1.5076
H 1.7003 0.0044 1.6451
H 0.1803 -0.4219 -0.9851
H 1.8617 -0.9482 -0.6945
H 0.2085 -3.0279 -1.0372
O -2.6619 -0.3451 -0.8290
H -2.5421 -0.5592 0.0914
H -3.6032 -0.2912 -1.0026

Cartesian forces, eV/Å:
O -0.5 0.2 0.5
C 1.6 -0.4 -0.8
O -1.2 -0.8 0.2
C -0.9 0.9 0.9
C -0.3 0.7 -0.5
S 0.3 -0.6 -0.3
H 0.5 0.5 0.0
H -0.1 -0.1 -0.2
H 0.5 -0.5 -0.3
H 0.3 0.0 -0.1
H -0.1 -0.3 0.0
H -0.1 0.4 0.7
O 0.3 0.2 -0.7
H -0.1 -0.2 0.4
H -0.1 0.0 0.2

The calculation puts the largest force on an atom at 1.84 eV Å⁻¹. The electronic energy comes out at -743.01649 hartree. As for the SMILES: O=C(O)CCS.O. The charge is 0.